No. 1
The following is a quantum chemistry calculation of an isolated ion of composition C4H10NO2 and charge +1, from the OMol25 dataset.

Each line ends with the natural charge from an NBO analysis.
Cartesian coordinates (Å):
O: 1.919 -2.256 -0.466  -0.59
O: -0.105 -1.490 -1.055  -0.65
N: -1.448 0.650 -0.955  -0.69
C: -1.060 1.174 0.423  -0.25
C: 0.895 -1.474 -0.219  0.82
C: 1.332 -0.180 0.347  -0.55
C: 0.015 0.378 1.104  -0.46
H: -0.960 2.255 0.163  0.22
H: -0.980 1.222 -1.516  0.40
H: 1.675 -2.729 -1.301  0.52
H: 2.107 -0.310 1.209  0.28
H: 0.493 1.048 1.863  0.27
H: -1.942 1.289 1.192  0.25
H: -0.989 -0.348 -0.966  0.46
H: -0.535 -0.455 1.663  0.24
H: 1.995 0.472 -0.363  0.30
H: -2.412 0.754 -1.122  0.43

For the HOMO-LUMO gap, the calculation gives 11.52 eV. The value obtained for the energy above the lowest of the compared OMol25 structures with the same formula, charge and spin is 220.5 kJ/mol. As for the total energy: -363.35166 hartree. Its SMILES is [NH3+]CCCC(=O)O. For the LUMO energy, the calculation gives -4.1 eV. As for the total charge: +1.


No. 2
The following is a quantum chemistry calculation of a 2-piece molecular cluster, C4H10NO2 overall, from the OMol25 dataset.

Each line ends with the natural charge from an NBO analysis.
Cartesian coordinates (Å):
O: 2.648 -1.012 -1.329  -0.55
O: 2.182 0.795 -0.109  -0.58
N: -0.483 -0.740 -0.114  -0.66
C: 2.270 -0.524 -0.198  0.70
C: -1.726 0.793 0.543  -0.42
C: -0.943 0.563 -0.718  -0.22
C: -1.236 -0.548 1.125  -0.21
H: 2.861 -0.274 -2.016  0.54
H: -2.011 -1.217 1.373  0.22
H: -0.751 -1.414 -0.817  0.39
H: 1.761 -1.305 0.369  0.26
H: 1.890 0.970 0.881  0.55
H: -0.524 -0.220 1.934  0.17
H: -1.393 0.476 -1.638  0.21
H: -1.614 1.665 1.173  0.22
H: -2.759 0.666 0.427  0.22
H: -0.171 1.326 -0.889  0.17

For the HOMO-LUMO gap, the calculation gives 7.98 eV. The value obtained for the energy above the lowest of the compared OMol25 structures with the same formula, charge and spin is 404.3 kJ/mol. As for the total energy: -363.28167 hartree. For the LUMO energy, the calculation gives -5.1 eV. As for the total charge: +1.


No. 3
The following is a quantum chemistry calculation of an isolated ion of composition C4H10NO2 and charge +1, from the OMol25 dataset.

Each line ends with the natural charge from an NBO analysis.
Cartesian coordinates (Å):
O: 0.802 1.234 1.210  -0.25
O: 2.125 0.435 -0.678  -0.41
N: -0.134 -0.228 -0.465  -0.39
C: -1.300 -0.852 0.328  -0.38
C: 1.127 0.121 0.180  0.28
C: 2.247 -0.759 0.146  -0.13
C: -0.719 1.022 -1.033  -0.45
H: 3.070 -0.645 0.861  0.22
H: -0.987 1.636 -0.099  0.24
H: -1.802 -1.510 -0.274  0.23
H: -0.059 -0.852 -1.246  0.41
H: 0.035 1.481 -1.789  0.26
H: -0.912 -1.190 1.214  0.23
H: -1.945 -0.007 0.522  0.23
H: 1.552 1.495 1.743  0.43
H: -1.597 0.722 -1.634  0.24
H: 2.459 -1.711 -0.373  0.23

For the HOMO-LUMO gap (spin up / spin down), the calculation gives 6.00 / 7.23 eV. The value obtained for the energy above the lowest of the compared OMol25 structures with the same formula, charge and spin is 568.5 kJ/mol. As for the multiplicity: 3. As for the total energy: -363.02536 hartree. For the LUMO energy (spin up / spin down), the calculation gives -2.7 / -8.8 eV. As for the total charge: +1.


No. 4
The following is a quantum chemistry calculation of a 2-piece molecular cluster, C4H10NO2S overall, from the OMol25 dataset.

Each line ends with the natural charge from an NBO analysis.
Cartesian coordinates (Å):
S: 1.498 0.621 -0.127  1.82
O: 2.762 0.958 0.510  -1.02
O: 1.393 1.171 -1.493  -1.03
N: 1.511 -1.146 -0.307  -0.65
C: -0.733 1.443 0.811  -0.35
C: -0.959 2.618 -0.042  -0.78
C: 1.446 -1.668 1.006  -0.43
C: 0.380 -1.480 -1.116  -0.47
H: 0.952 -2.622 1.032  0.18
H: 1.107 -0.961 1.742  0.20
H: -0.570 -1.736 -0.598  0.17
H: -1.045 3.608 0.462  0.17
H: 2.494 -1.884 1.251  0.19
H: -0.275 1.612 1.699  0.09
H: -1.843 2.558 -0.777  0.18
H: 0.145 -0.420 -1.592  0.26
H: 0.042 2.567 -0.589  0.30
H: 0.488 -2.408 -1.746  0.17

For the HOMO-LUMO gap (spin up / spin down), the calculation gives 7.17 / 7.17 eV. The value obtained for the energy above the lowest of the compared OMol25 structures with the same formula, charge and spin is 614.3 kJ/mol. As for the total energy: -761.68744 hartree. For the LUMO energy (spin up / spin down), the calculation gives 4.0 / 4.0 eV. As for the total charge: -1.


No. 5
The following is a quantum chemistry calculation of an isolated ion of composition C4H10NO3S and charge +1, from the OMol25 dataset.

Each line ends with the natural charge from an NBO analysis.
Cartesian coordinates (Å):
S: 0.447 0.032 -1.024  1.20
O: 2.812 -0.527 -1.320  -0.27
O: 3.433 -0.171 0.749  -0.18
O: 1.402 0.405 0.209  -0.59
N: 2.763 -0.209 -0.183  0.74
C: -1.299 1.866 0.343  -0.62
C: -0.619 1.497 -0.942  -0.57
C: -0.664 -1.203 -0.219  -0.54
C: -0.059 -1.934 0.975  -0.63
H: 0.762 -1.416 1.531  0.24
H: 0.258 -2.817 0.588  0.23
H: -1.598 -0.670 -0.205  0.25
H: -0.825 -1.886 -1.039  0.25
H: -2.184 2.434 0.105  0.26
H: -1.523 0.899 0.874  0.21
H: -0.764 -2.110 1.694  0.25
H: -1.458 1.063 -1.535  0.24
H: -0.601 2.370 0.964  0.24
H: -0.282 2.378 -1.566  0.29

For the HOMO-LUMO gap, the calculation gives 11.74 eV. The value obtained for the energy above the lowest of the compared OMol25 structures with the same formula, charge and spin is 373.6 kJ/mol. As for the total energy: -836.59816 hartree. For the LUMO energy, the calculation gives -4.3 eV. As for the total charge: +1.


No. 6
The following is a quantum chemistry calculation of C4H10NOP as an isolated structure, from the OMol25 dataset.

Each line ends with the natural charge from an NBO analysis.
Cartesian coordinates (Å):
P: -1.369 0.120 1.382  1.20
O: 0.445 0.936 2.327  -1.02
N: -0.646 -0.219 -0.015  -0.97
C: -2.080 1.808 1.198  -0.96
C: 1.051 -1.653 -1.177  -0.27
C: 1.764 -0.617 -1.879  -0.66
C: 0.099 -1.447 -0.252  0.02
H: -2.530 2.025 2.173  0.25
H: 2.233 -0.985 -2.877  0.23
H: 0.547 0.149 2.920  0.44
H: -1.343 2.486 0.764  0.25
H: -0.327 -2.177 0.385  0.19
H: -0.221 0.504 -0.602  0.40
H: 1.149 0.297 -2.181  0.21
H: -2.831 1.721 0.432  0.23
H: 1.338 -2.720 -1.249  0.22
H: 2.721 -0.229 -1.350  0.24

For the HOMO-LUMO gap, the calculation gives 9.38 eV. The value obtained for the energy above the lowest of the compared OMol25 structures with the same formula, charge and spin is 211.1 kJ/mol. As for the total energy: -629.69156 hartree. For the LUMO energy, the calculation gives 0.7 eV. As for the total charge: 0.


No. 7
The following is a quantum chemistry calculation of a 2-piece molecular cluster, C4H10NOP overall, from the OMol25 dataset.

Each line ends with the natural charge from an NBO analysis.
Cartesian coordinates (Å):
P: -1.600 -0.790 -1.006  0.54
O: 2.356 -1.863 0.459  -0.68
N: -1.114 -0.719 0.643  -0.66
C: 1.272 0.176 0.055  -0.27
C: 0.818 1.353 -0.707  -0.63
C: 2.058 -0.802 -0.346  0.12
C: -1.758 0.057 1.387  -0.05
H: -1.619 -2.112 -1.026  -0.05
H: -2.922 -0.650 -0.779  -0.08
H: 1.930 -1.726 1.288  0.47
H: 1.447 1.188 -1.675  0.21
H: 0.975 0.110 1.073  0.18
H: -1.434 0.245 2.347  0.16
H: 2.230 -0.886 -1.432  0.17
H: -2.666 0.455 1.024  0.14
H: -0.261 1.267 -0.955  0.21
H: 1.088 2.160 -0.111  0.21

For the HOMO-LUMO gap, the calculation gives 9.16 eV. The value obtained for the energy above the lowest of the compared OMol25 structures with the same formula, charge and spin is 355.5 kJ/mol. As for the total energy: -629.63658 hartree. Its SMILES is C/C=C/O.C=NP. For the LUMO energy, the calculation gives 0.8 eV. As for the total charge: 0.


No. 8
The following is a quantum chemistry calculation of C4H10NOS as an isolated structure, from the OMol25 dataset.

Each line ends with the natural charge from an NBO analysis.
Cartesian coordinates (Å):
S: 2.359 -1.607 -0.523  -0.11
O: 0.826 1.539 0.270  -0.87
N: -1.363 0.828 -0.524  -0.68
C: -0.321 -1.235 0.325  -0.43
C: -1.226 -0.078 0.624  -0.24
C: -0.258 1.851 -0.507  0.11
C: 1.145 -0.842 0.496  -0.73
H: -0.655 2.836 -0.176  0.10
H: -0.521 -2.010 1.107  0.17
H: 1.132 0.382 0.339  0.38
H: 1.853 -1.483 -1.779  0.08
H: -2.274 -0.288 0.908  0.17
H: -0.792 0.385 1.514  0.21
H: -1.180 0.308 -1.364  0.33
H: 0.078 2.004 -1.559  0.10
H: 1.613 -0.826 1.477  0.20
H: -0.416 -1.762 -0.627  0.19

For the HOMO-LUMO gap, the calculation gives 5.75 eV. The value obtained for the energy above the lowest of the compared OMol25 structures with the same formula, charge and spin is 358.6 kJ/mol. As for the total energy: -686.52804 hartree. For the LUMO energy, the calculation gives 3.6 eV. As for the total charge: -1.


No. 9
The following is a quantum chemistry calculation of a 2-piece molecular cluster, C4H10NOS overall, from the OMol25 dataset.

Each line ends with the natural charge from an NBO analysis.
Cartesian coordinates (Å):
S: -1.820 -0.590 0.922  -0.67
O: 1.626 -1.424 -1.657  -0.65
N: -0.651 -1.602 -1.821  -0.85
C: 1.127 0.643 1.691  -0.61
C: 0.613 -1.834 -2.199  0.52
C: 0.256 1.321 0.631  -0.41
C: -1.243 1.155 0.868  -0.50
H: 1.135 -0.427 1.525  0.23
H: -1.538 1.649 1.792  0.17
H: 0.517 0.905 -0.342  0.21
H: -1.373 -1.990 -2.398  0.37
H: 0.485 2.392 0.599  0.17
H: -1.791 1.649 0.063  0.18
H: 0.679 -2.451 -3.124  0.06
H: 0.744 0.836 2.693  0.19
H: -0.929 -1.214 -0.870  0.43
H: 2.165 0.982 1.626  0.18

For the HOMO-LUMO gap, the calculation gives 6.58 eV. The value obtained for the energy above the lowest of the compared OMol25 structures with the same formula, charge and spin is 51.3 kJ/mol. As for the total energy: -686.64509 hartree. For the LUMO energy, the calculation gives 3.8 eV. As for the total charge: -1.


No. 10
The following is a quantum chemistry calculation of an isolated ion of composition C4H10NOS and charge +1, from the OMol25 dataset.

Each line ends with the natural charge from an NBO analysis.
Cartesian coordinates (Å):
S: 1.841 1.359 0.069  0.29
O: -2.010 0.638 -0.630  -0.74
N: 1.490 -1.281 -0.898  -0.73
C: -0.137 -0.204 1.384  -0.65
C: 0.147 0.765 0.238  -0.11
C: -1.026 1.598 -0.237  -0.10
C: 1.055 0.184 -0.977  -0.25
H: 0.643 -2.018 -0.950  0.47
H: -2.927 0.908 -0.264  0.50
H: 2.246 -1.474 -1.686  0.48
H: -0.105 -1.321 1.128  0.21
H: -1.279 -0.109 1.386  0.26
H: 1.900 -1.263 0.018  0.46
H: -0.779 2.150 -1.163  0.20
H: 0.377 0.124 2.191  0.24
H: -1.430 2.223 0.654  0.21
H: 0.757 0.589 -1.972  0.26

For the HOMO-LUMO gap, the calculation gives 9.97 eV. The value obtained for the energy above the lowest of the compared OMol25 structures with the same formula, charge and spin is 282.4 kJ/mol. As for the total energy: -686.26345 hartree. Its SMILES is C[C@@]1(CO)S[C@H]1[NH3+]. For the LUMO energy, the calculation gives -3.8 eV. As for the total charge: +1.